Entry 1:
Entry from the Open Molecules 2025 dataset: C36H76F4IN6O12PtS4 as an isolated structure in a non-equilibrium geometry (ωB97M-V/def2-TZVPD).

2S+1: 3
Total charge: -1
E: -137623.0909 eV
Frontier orbital gap (spin up / spin down): 6.7 / 5.8 eV
<S²>: 2.016

Last column: Mulliken charge in e.
Cartesian coordinates (Å):
Pt1 -0.58 0.89 0.23  2.33
N1 4.00 -0.32 2.86  -0.23
S1 4.99 0.82 3.29  1.08
O1 6.19 0.42 3.95  -0.65
O2 4.59 2.21 3.52  -0.56
F1 5.46 0.97 1.74  -0.34
S2 3.11 0.09 4.27  0.98
O3 2.06 1.11 4.03  -0.72
O4 3.77 0.01 5.58  -0.60
F2 2.17 -1.23 4.26  -0.10
N2 -2.33 0.45 -0.74  0.02
S3 -2.74 -0.82 -1.85  0.79
O5 -3.05 -0.40 -3.21  -0.55
O6 -3.41 -2.00 -1.33  -0.57
F3 -1.20 -1.17 -2.04  -0.09
S4 -3.85 0.82 -0.75  0.90
O7 -4.73 0.40 0.31  -0.67
O8 -4.55 1.32 -1.89  -0.63
F4 -3.45 2.26 -0.08  -0.35
I1 1.26 -1.40 0.54  -0.22
C1 0.29 -4.04 4.85  -1.90
C2 -0.71 -5.02 4.03  1.16
C3 -2.06 -4.67 4.70  -0.76
C4 -3.29 -5.34 4.06  -0.97
C5 -3.32 -5.00 2.56  -1.27
C6 -2.02 -5.04 1.77  2.24
N3 -0.80 -4.64 2.63  1.09
O9 0.48 -4.69 1.89  -0.59
C7 -1.88 -6.46 1.20  -1.94
C8 -2.21 -3.90 0.77  -1.94
C9 -0.29 -6.52 4.27  -1.76
H1 0.66 -4.59 5.71  0.43
H2 -0.06 -3.06 5.16  0.20
H3 1.17 -4.00 4.20  0.52
H4 -2.04 -5.05 5.72  0.49
H5 -2.22 -3.59 4.62  -0.07
H6 -4.26 -5.23 4.55  0.42
H7 -3.19 -6.42 4.14  0.41
H8 -3.72 -3.99 2.65  0.37
H9 -4.08 -5.66 2.14  0.43
H10 -2.39 -6.60 0.25  0.41
H11 -0.83 -6.76 1.13  0.35
H12 -2.26 -7.22 1.88  0.38
H13 -2.05 -2.89 1.13  -0.08
H14 -1.58 -4.12 -0.09  0.50
H15 -3.25 -3.94 0.43  0.47
H16 -0.20 -6.81 5.32  0.46
H17 0.61 -6.87 3.76  0.33
H18 -1.12 -7.15 3.95  0.33
H19 0.56 -3.78 1.58  0.04
C10 3.53 3.14 -1.75  -1.75
C11 2.28 3.40 -0.79  1.26
C12 2.31 4.94 -0.50  -1.23
C13 1.64 5.73 -1.58  -0.86
C14 0.19 5.21 -1.93  -1.57
C15 0.13 3.71 -2.33  2.10
N4 0.91 2.98 -1.29  0.76
O10 0.87 1.60 -1.45  0.95
C16 -1.27 3.30 -2.44  -1.80
C17 0.72 3.55 -3.76  -1.60
C18 2.72 2.77 0.49  -1.76
H20 3.42 2.13 -2.13  0.32
H21 4.45 3.16 -1.17  0.48
H22 3.61 3.83 -2.59  0.35
H23 1.91 5.19 0.48  0.49
H24 3.35 5.26 -0.53  0.40
H25 2.22 5.83 -2.50  0.39
H26 1.47 6.74 -1.22  0.44
H27 -0.18 5.94 -2.65  0.35
H28 -0.45 5.33 -1.05  0.36
H29 -1.77 3.04 -1.51  -0.01
H30 -1.93 4.05 -2.87  0.62
H31 -1.39 2.39 -3.03  0.05
H32 1.53 4.21 -4.04  0.29
H33 1.01 2.50 -3.90  -0.13
H34 -0.10 3.66 -4.47  0.63
H35 3.63 3.17 0.94  0.48
H36 2.81 1.70 0.33  0.31
H37 1.93 3.06 1.19  -0.19
H38 1.56 1.44 -2.10  -0.66
C19 3.38 -2.18 -4.71  -1.72
C20 3.10 -0.78 -5.27  1.63
C21 3.21 -0.92 -6.83  -1.34
C22 2.00 -1.52 -7.61  -0.77
C23 0.78 -0.81 -7.11  -1.34
C24 0.53 -0.74 -5.59  1.69
N5 1.75 -0.26 -4.85  -0.20
O11 1.58 -0.18 -3.51  1.05
C25 -0.60 0.35 -5.42  -1.89
C26 0.03 -2.14 -5.07  -1.63
C27 4.10 0.34 -4.74  -1.77
H39 4.44 -2.40 -4.83  0.49
H40 2.82 -2.91 -5.29  0.38
H41 3.18 -2.27 -3.64  0.21
H42 3.37 0.03 -7.34  0.43
H43 4.10 -1.45 -7.16  0.39
H44 1.86 -2.58 -7.44  0.38
H45 2.15 -1.34 -8.67  0.38
H46 -0.05 -1.44 -7.45  0.35
H47 0.62 0.17 -7.55  0.46
H48 -1.07 0.18 -4.45  0.08
H49 -0.23 1.37 -5.50  0.29
H50 -1.37 0.21 -6.18  0.54
H51 0.16 -2.24 -4.00  0.22
H52 -1.04 -2.20 -5.27  0.52
H53 0.45 -3.09 -5.42  0.28
H54 5.08 0.13 -5.17  0.48
H55 4.12 0.31 -3.65  0.31
H56 3.77 1.33 -5.06  0.34
H57 1.35 -1.09 -3.32  -0.11
C28 -1.20 0.83 4.92  -1.31
C29 -1.81 0.82 3.58  2.33
C30 -3.36 1.10 3.78  -1.66
C31 -3.79 2.48 4.20  -0.89
C32 -3.21 3.46 3.18  -1.09
C33 -1.63 3.36 2.98  1.64
N6 -1.34 1.89 2.67  0.50
O12 0.01 1.63 2.27  0.67
C34 -1.19 4.20 1.74  -2.07
C35 -0.91 3.87 4.22  -1.78
C36 -1.71 -0.62 2.91  -2.15
H58 -1.15 -0.19 5.31  0.30
H59 -1.69 1.34 5.75  0.27
H60 -0.21 1.28 4.89  0.10
H61 -3.83 0.87 2.83  0.35
H62 -3.83 0.32 4.38  0.56
H63 -3.44 2.74 5.20  0.36
H64 -4.86 2.60 4.34  0.46
H65 -3.41 4.44 3.60  0.49
H66 -3.72 3.28 2.23  0.25
H67 -0.11 4.35 1.83  0.38
H68 -1.60 3.62 0.92  0.16
H69 -1.67 5.18 1.71  0.51
H70 -1.24 3.37 5.13  0.37
H71 0.18 3.90 4.31  0.22
H72 -1.16 4.92 4.31  0.51
H73 -2.22 -0.64 1.95  0.00
H74 -2.17 -1.37 3.56  0.32
H75 -0.66 -0.90 2.87  0.20
H76 0.57 1.67 3.05  -0.20

=====

Entry 2:
Entry from the Open Molecules 2025 dataset: a 10-piece molecular cluster, C36H76O10 overall in a non-equilibrium geometry (ωB97M-V/def2-TZVPD).

2S+1: 2
Total charge: -1
E: -59030.5358 eV
Frontier orbital gap (spin up / spin down): 1.7 / 9.6 eV
<S²>: 0.751

Last column: Mulliken charge in e.
Cartesian coordinates (Å):
C1 -6.80 20.52 -10.59  -0.48
C2 -6.01 20.62 -11.87  -0.36
C3 -5.12 19.39 -11.97  0.47
O1 -5.61 18.54 -10.99  -0.37
C4 -6.07 19.40 -9.92  -0.67
H1 -7.77 20.06 -10.76  0.20
H2 -6.94 21.41 -9.98  0.38
H3 -5.43 21.54 -11.85  -0.10
H4 -6.65 20.62 -12.75  0.34
H5 -4.06 19.58 -11.79  0.03
H6 -5.31 18.90 -12.93  -0.14
H7 -5.18 19.76 -9.40  0.32
H8 -6.64 18.89 -9.14  0.37
C5 3.19 21.80 -17.52  -1.09
C6 2.88 21.09 -18.85  -0.52
C7 1.44 20.57 -18.51  -0.16
O2 0.88 21.69 -17.92  -0.26
C8 1.78 22.48 -17.19  0.67
H9 4.08 22.43 -17.61  0.23
H10 3.38 21.00 -16.80  0.29
H11 3.52 20.21 -18.96  0.51
H12 2.91 21.63 -19.79  0.38
H13 1.33 19.66 -17.91  -0.22
H14 0.83 20.38 -19.40  0.22
H15 1.79 22.64 -16.12  -0.65
H16 1.82 23.49 -17.60  0.51
C9 4.04 25.44 -15.14  -0.81
C10 2.57 25.42 -14.92  -0.46
C11 2.59 24.69 -13.54  -0.22
O3 3.73 23.91 -13.42  -0.23
C12 4.53 24.06 -14.62  0.14
H17 4.42 26.22 -14.48  0.33
H18 4.34 25.67 -16.16  0.49
H19 2.14 24.89 -15.78  -0.11
H20 2.06 26.38 -14.92  0.45
H21 1.60 24.24 -13.46  0.02
H22 2.80 25.41 -12.75  0.47
H23 4.29 23.38 -15.44  -0.49
H24 5.60 23.97 -14.43  0.44
C13 -3.81 20.37 -17.86  -0.60
C14 -2.60 20.13 -18.70  0.39
C15 -3.22 20.02 -20.09  -0.73
O4 -4.48 19.40 -19.82  -0.35
C16 -4.77 19.36 -18.43  -0.45
H25 -4.17 21.39 -18.01  0.30
H26 -3.75 20.31 -16.78  0.25
H27 -2.05 19.24 -18.40  0.05
H28 -1.87 20.94 -18.59  -0.09
H29 -2.53 19.41 -20.68  0.31
H30 -3.35 20.98 -20.61  0.34
H31 -4.57 18.38 -17.99  0.19
H32 -5.83 19.59 -18.32  0.34
C17 1.15 16.13 -17.64  -0.43
C18 1.95 15.03 -18.29  -0.94
C19 2.21 14.00 -17.33  -0.44
O5 0.98 14.11 -16.53  -0.37
C20 0.18 15.27 -16.81  -0.23
H33 0.78 16.94 -18.27  0.34
H34 1.82 16.63 -16.93  0.11
H35 2.95 15.34 -18.60  0.41
H36 1.49 14.69 -19.22  0.36
H37 3.07 14.10 -16.67  0.31
H38 2.18 13.08 -17.92  0.28
H39 -0.06 15.85 -15.92  0.06
H40 -0.65 14.92 -17.42  0.29
C21 -1.62 23.91 -11.74  0.73
C22 -2.35 24.55 -12.85  -0.68
C23 -3.43 25.33 -12.18  -0.44
O6 -2.95 25.41 -10.86  -0.36
C24 -1.61 25.01 -10.69  -0.57
H41 -0.59 23.66 -11.98  -0.57
H42 -2.11 22.99 -11.44  0.13
H43 -2.82 23.91 -13.60  0.25
H44 -1.73 25.26 -13.39  0.20
H45 -4.29 24.68 -12.34  0.24
H46 -3.58 26.21 -12.82  0.34
H47 -1.42 24.53 -9.73  0.34
H48 -0.86 25.75 -10.97  0.30
C25 0.09 19.18 -14.11  1.43
C26 0.67 20.45 -14.64  0.26
C27 -0.54 21.40 -14.87  0.45
O7 -1.61 20.77 -14.13  -0.34
C28 -1.17 19.68 -13.37  -0.47
H49 0.80 18.66 -13.47  -0.45
H50 -0.16 18.61 -15.01  0.01
H51 1.19 20.33 -15.59  -0.39
H52 1.35 20.81 -13.87  -0.41
H53 -0.71 21.43 -15.95  -0.03
H54 -0.36 22.40 -14.49  -0.11
H55 -1.92 18.89 -13.41  -0.50
H56 -1.04 19.91 -12.31  0.26
C29 1.75 21.56 -10.53  0.16
C30 3.08 21.14 -11.00  -0.09
C31 4.09 22.14 -10.57  -0.49
O8 3.40 22.94 -9.61  -0.47
C32 2.00 22.91 -9.95  -0.20
H57 1.42 20.79 -9.82  0.49
H58 0.94 21.57 -11.26  -0.51
H59 3.18 21.15 -12.09  0.03
H60 3.32 20.12 -10.70  0.29
H61 4.42 22.81 -11.36  0.06
H62 4.96 21.67 -10.12  0.33
H63 1.80 23.62 -10.76  0.03
H64 1.31 23.09 -9.13  0.34
C33 3.17 16.14 -13.02  -1.03
C34 2.36 14.90 -12.65  -0.49
O9 1.15 14.98 -13.40  -0.37
H65 2.53 17.01 -12.97  -0.09
H66 3.71 16.15 -13.97  0.33
H67 3.87 16.29 -12.20  0.51
H68 2.27 14.94 -11.56  0.35
H69 2.91 13.96 -12.75  0.34
H70 0.58 15.66 -13.03  0.25
C35 -4.24 16.57 -14.50  -0.45
C36 -5.35 15.65 -14.00  -0.61
O10 -6.30 16.31 -13.24  -0.43
H71 -3.48 15.94 -14.96  0.33
H72 -3.75 17.21 -13.77  0.02
H73 -4.62 17.25 -15.27  0.17
H74 -4.91 14.79 -13.49  0.36
H75 -5.79 15.20 -14.89  0.27
H76 -6.62 17.01 -13.82  0.29

=====

Entry 3:
Entry from the Open Molecules 2025 dataset: C36H80F4N6NaO8S4 as an isolated structure in a non-equilibrium geometry (ωB97M-V/def2-TZVPD).

Relative energy (zero: lowest compared OMol25 entry of this formula, charge and spin): 0.0 kcal per mole
Total charge: +3
E: -122550.7833 eV
Frontier orbital gap: 9.0 eV

Last column: Mulliken charge in e.
Cartesian coordinates (Å):
Na1 -0.62 4.22 1.17  1.05
C1 3.71 -4.11 0.08  -1.59
C2 2.73 -3.85 1.24  -0.56
C3 2.94 -2.43 1.75  -0.45
N1 2.38 -2.20 3.21  0.26
C4 2.27 -0.76 3.69  -0.23
C5 3.63 -0.09 3.95  -0.39
C6 4.46 -0.83 4.93  -1.00
C7 4.62 -2.33 4.40  -0.68
C8 3.23 -2.99 4.27  -0.52
C9 0.98 -2.83 3.31  -1.06
H1 3.46 -4.93 -0.58  0.34
H2 4.74 -4.21 0.44  0.42
H3 3.77 -3.20 -0.52  0.36
H4 2.86 -4.66 1.96  0.42
H5 1.69 -4.02 0.97  0.46
H6 2.36 -1.80 1.09  0.09
H7 3.90 -1.92 1.68  0.64
H8 1.64 -0.14 3.05  -0.11
H9 1.74 -0.88 4.63  0.48
H10 4.17 -0.06 3.00  0.21
H11 3.60 0.92 4.35  0.40
H12 5.42 -0.33 5.05  0.47
H13 4.04 -0.88 5.94  0.33
H14 5.11 -2.36 3.43  0.29
H15 5.21 -2.93 5.10  0.44
H16 3.31 -3.99 3.84  0.50
H17 2.72 -3.04 5.23  0.49
H18 1.19 -3.88 3.11  0.60
H19 0.40 -2.37 2.51  0.04
H20 0.67 -2.66 4.34  0.58
C10 -3.86 -7.56 -4.61  -1.35
C11 -2.31 -7.16 -4.40  -0.47
C12 -2.16 -5.69 -4.30  -0.64
N2 -0.79 -4.96 -4.45  0.22
C13 0.37 -5.63 -3.68  -0.88
C14 1.67 -4.78 -3.60  -1.04
C15 1.39 -3.42 -3.04  0.06
C16 0.34 -2.67 -3.91  -0.52
C17 -1.04 -3.40 -4.10  -0.59
C18 -0.37 -5.17 -5.90  -1.07
H21 -4.26 -7.41 -5.62  0.40
H22 -4.56 -6.96 -4.04  0.37
H23 -4.00 -8.62 -4.40  0.36
H24 -1.79 -7.47 -5.31  0.30
H25 -1.78 -7.75 -3.66  0.42
H26 -2.35 -5.53 -3.24  0.40
H27 -2.84 -5.24 -5.03  0.32
H28 -0.04 -5.85 -2.70  0.52
H29 0.49 -6.63 -4.08  0.52
H30 2.33 -5.30 -2.90  0.28
H31 2.20 -4.81 -4.55  0.40
H32 1.18 -3.50 -1.97  0.06
H33 2.32 -2.88 -3.23  0.35
H34 0.13 -1.79 -3.29  0.06
H35 0.72 -2.13 -4.79  0.41
H36 -1.57 -3.48 -3.15  0.38
H37 -1.69 -2.86 -4.78  0.45
H38 -0.18 -6.22 -6.11  0.41
H39 0.56 -4.61 -5.93  0.50
H40 -1.18 -4.78 -6.51  0.37
C19 -4.46 1.98 -0.42  -1.21
C20 -4.72 1.29 0.92  -0.59
C21 -3.46 0.96 1.67  0.25
N3 -3.63 0.23 3.04  0.32
C22 -2.18 -0.32 3.41  -0.29
C23 -2.15 -0.86 4.85  -0.51
C24 -2.76 0.12 5.89  -0.57
C25 -4.20 0.63 5.55  -0.89
C26 -4.19 1.24 4.11  -0.21
C27 -4.63 -0.95 2.99  -1.09
H41 -3.86 1.30 -1.03  0.24
H42 -3.91 2.92 -0.27  0.25
H43 -5.37 2.15 -1.00  0.45
H44 -5.17 0.33 0.68  0.32
H45 -5.47 1.82 1.51  0.35
H46 -2.91 1.87 1.91  -0.14
H47 -2.90 0.30 1.01  0.22
H48 -1.52 0.53 3.26  0.03
H49 -1.97 -1.09 2.66  0.43
H50 -1.08 -1.05 5.01  0.09
H51 -2.64 -1.83 4.93  0.44
H52 -2.08 0.97 5.99  0.12
H53 -2.81 -0.33 6.88  0.49
H54 -4.48 1.44 6.22  0.52
H55 -4.96 -0.09 5.85  0.34
H56 -3.53 2.09 3.96  0.02
H57 -5.15 1.64 3.78  0.49
H58 -5.65 -0.68 2.72  0.30
H59 -4.71 -1.41 3.98  0.49
H60 -4.23 -1.74 2.35  0.35
C28 3.40 6.70 -0.63  -1.13
C29 2.93 6.41 -2.12  -0.23
C30 1.55 5.81 -2.11  -0.31
N4 0.84 5.69 -3.52  0.06
C31 1.77 4.98 -4.54  -0.96
C32 1.93 3.40 -4.26  -0.25
C33 0.56 2.80 -4.14  -0.70
C34 -0.41 3.49 -3.13  1.02
C35 -0.51 4.93 -3.39  -1.08
C36 0.51 7.12 -4.13  -0.90
H61 2.94 6.02 0.09  0.12
H62 3.19 7.69 -0.24  0.39
H63 4.48 6.61 -0.55  0.35
H64 3.62 5.77 -2.67  0.41
H65 2.93 7.38 -2.61  0.21
H66 0.88 6.42 -1.50  0.41
H67 1.42 4.82 -1.67  -0.11
H68 2.70 5.48 -4.81  0.49
H69 1.22 5.11 -5.48  0.56
H70 2.53 3.13 -3.40  0.01
H71 2.50 2.95 -5.07  0.54
H72 0.70 1.75 -3.86  0.16
H73 0.04 2.71 -5.10  0.44
H74 -0.23 3.23 -2.08  -0.76
H75 -1.42 3.17 -3.37  0.50
H76 -1.05 5.32 -2.52  0.39
H77 -0.98 4.95 -4.37  0.41
H78 -0.17 7.65 -3.45  0.38
H79 0.09 7.01 -5.13  0.42
H80 1.43 7.71 -4.09  0.36
N5 -1.22 3.75 3.39  0.03
S1 -1.99 4.53 4.43  0.82
O1 -1.78 5.98 4.48  -0.64
O2 -2.50 3.85 5.63  -0.51
F1 -3.34 4.54 3.53  -0.32
S2 0.04 3.28 4.44  0.80
O3 0.27 1.81 4.54  -0.49
O4 0.44 4.16 5.55  -0.51
F2 1.08 3.76 3.24  -0.29
N6 0.64 2.54 0.00  0.08
S3 0.33 0.91 -0.36  0.72
O5 0.02 0.08 0.79  -0.47
O6 1.00 0.24 -1.41  -0.53
F3 -1.11 1.14 -0.91  -0.27
S4 2.16 2.23 0.07  0.36
O7 2.92 2.47 -1.14  -0.64
O8 2.64 1.22 1.00  -0.22
F4 2.53 3.63 0.84  -0.34

=====

Q: Look up the total charge of the first one.
A: -1